A.
# C3H7N3O2

C3H7N3O2 in the gas phase (ωB97M-V/def2-TZVPD, the Open Molecules 2025 dataset).

For the HOMO energy, the calculation gives -0.330 Eh. The SMILES is [H]/N=C/N(C)O/C=N\O. Its molecular weight is 117.1 g/mol.

The geometry in XYZ format:
```
15
C3H7N3O2 (ωB97M-V/def2-TZVPD)
O -0.04 0.67 0.50
O -2.20 1.51 0.85
N 0.43 -0.32 -0.32
N -1.19 -1.69 0.85
N -1.69 2.21 -0.17
C 1.94 -0.11 -0.20
C -0.28 -1.59 -0.16
C -0.47 1.68 -0.35
H 2.16 -0.12 0.82
H 1.99 1.04 -0.70
H 0.14 -2.52 -0.71
H 2.45 -0.79 -0.98
H -1.78 0.50 0.81
H -1.66 -2.65 0.82
H 0.21 2.16 -1.07
```

B.
# C3H7N3O2

C3H7N3O2 in the gas phase (ωB97M-V/def2-TZVPD, the Open Molecules 2025 dataset).

For the HOMO energy, the calculation gives -0.357 Eh. The SMILES is NCC(=O)NC(N)=O. Its molecular weight is 117.1 g/mol.

The geometry in XYZ format:
```
15
C3H7N3O2 (ωB97M-V/def2-TZVPD)
O -1.17 1.45 0.57
O 0.98 -1.77 -0.77
N -2.18 -0.03 1.97
N 2.05 0.47 -1.96
N -0.43 -0.74 0.58
C -1.26 0.33 1.01
C 1.07 0.60 -0.91
C 0.54 -0.70 -0.41
H -2.47 0.78 2.49
H 1.75 -0.17 -2.68
H 1.33 1.28 -0.10
H 0.18 1.12 -1.32
H -2.47 -0.94 2.25
H -0.78 -1.63 0.90
H 2.85 -0.04 -1.61
```

C.
# C3H7N3O2

C3H7N3O2 in the gas phase (ωB97M-V/def2-TZVPD, the Open Molecules 2025 dataset).

For the HOMO energy, the calculation gives -0.347 Eh. The SMILES is CN/C(=N/C=O)NO. Its molecular weight is 117.1 g/mol.

The geometry in XYZ format:
```
15
C3H7N3O2 (ωB97M-V/def2-TZVPD)
O 3.05 0.24 0.00
O -0.45 2.30 -0.10
N 0.70 1.34 0.19
N -1.05 -0.03 -0.17
N 1.06 -1.02 0.02
C -1.98 -1.22 0.14
C 0.29 0.00 -0.08
C 2.35 -0.82 -0.06
H 2.98 -1.78 -0.09
H 1.50 1.66 -0.23
H -0.21 2.79 0.73
H -1.87 -1.77 -0.78
H -3.07 -0.75 -0.04
H -1.51 0.72 -0.70
H -1.78 -1.65 1.16
```

Most favorable structure: B. The second most favorable one is 387.8 kJ/mol above it.

A.
# C2H3N2O2

2 unconnected molecules or ions with the total composition C2H3N2O2 (ωB97M-V/def2-TZVPD, the Open Molecules 2025 dataset).

For the HOMO energy, the calculation gives -0.159 Eh. As for the total charge: -1. Its molecular weight is 87.1 g/mol.

The geometry in XYZ format:
```
9
C2H3N2O2 (ωB97M-V/def2-TZVPD)
O 1.59 -0.02 1.45
O 1.68 0.00 -0.85
N -1.80 0.04 -0.23
N -1.29 -0.84 0.46
C 2.15 -0.12 0.32
C -2.61 0.84 -0.52
H -2.89 1.24 -1.47
H 3.37 -0.34 0.31
H -0.19 -0.79 0.52
```

B.
# C2H3N2O2

A gas-phase ion, C2H3N2O2 (charge -1) (ωB97M-V/def2-TZVPD, the Open Molecules 2025 dataset).

For the HOMO energy (alpha / beta), the calculation gives -0.060 / -0.060 Eh. The SMILES is [O-][N+]#CCN[O-]. As for the total charge: -1. Its molecular weight is 87.1 g/mol.

The geometry in XYZ format:
```
9
C2H3N2O2 (ωB97M-V/def2-TZVPD)
O 2.90 -0.99 2.12
O 0.27 0.84 -2.00
N 1.92 -0.51 1.57
N 0.24 -0.25 -1.15
C 0.86 -0.05 1.28
C -0.11 0.17 0.25
H 1.19 -0.60 -1.17
H -0.41 1.15 0.23
H -1.06 -0.20 0.63
```

C.
# C2H3N2O2

A gas-phase ion, C2H3N2O2 (charge -1) (ωB97M-V/def2-TZVPD, the Open Molecules 2025 dataset).

For the HOMO energy, the calculation gives -0.114 Eh. As for the total charge: -1. Its molecular weight is 87.1 g/mol.

The geometry in XYZ format:
```
9
C2H3N2O2 (ωB97M-V/def2-TZVPD)
O 1.92 -0.03 1.55
O 0.91 -1.76 0.27
N 0.67 -0.49 -0.45
N -0.78 1.50 -0.55
C 1.36 -0.53 0.64
C -0.81 0.28 -0.19
H -0.86 1.55 -1.49
H -0.94 -0.02 0.97
H -1.48 -0.49 -0.74
```

Most favorable structure: A. The second most favorable one is 131.8 kJ/mol above it.

A.
# C2H8N4O2Sn

A molecular structure, C2H8N4O2Sn (ωB97M-V/def2-TZVPD, the Open Molecules 2025 dataset).

For the HOMO energy, the calculation gives -0.618 Eh. As for the total charge: +2. Its molecular weight is 238.8 g/mol.

The geometry in XYZ format:
```
17
C2H8N4O2Sn (ωB97M-V/def2-TZVPD)
Sn -1.86 -1.95 1.33
O -1.57 -0.01 -0.92
O 1.11 -1.72 1.08
N -1.13 1.72 -2.01
N 2.38 -1.38 2.98
N -2.79 0.51 -2.77
N 2.30 0.18 1.51
C -1.93 0.76 -1.77
C 1.86 -1.02 1.81
H -0.18 1.57 -1.68
H -3.42 -0.28 -2.80
H 2.00 0.57 0.63
H -2.89 1.11 -3.57
H 2.95 0.76 2.02
H 2.71 -0.69 3.64
H 1.98 -2.22 3.39
H -1.52 2.10 -2.86
```

B.
# C2H8N4O2Sn

A molecular structure, C2H8N4O2Sn (ωB97M-V/def2-TZVPD, the Open Molecules 2025 dataset).

For the HOMO energy, the calculation gives -0.705 Eh. As for the total charge: +2. Its molecular weight is 238.8 g/mol.

The geometry in XYZ format:
```
17
C2H8N4O2Sn (ωB97M-V/def2-TZVPD)
Sn 0.23 -0.62 2.27
O 0.60 -2.05 1.06
O 0.50 0.57 0.97
N -1.65 1.34 0.94
N 1.92 -0.82 -0.22
N -0.03 -1.34 -0.92
N -0.46 1.41 -0.88
C -0.49 1.08 0.39
C 0.82 -1.46 0.05
H 0.42 1.15 -1.30
H -2.32 1.76 0.30
H 2.57 -0.83 0.55
H -1.97 0.63 1.59
H 1.85 -0.07 -0.89
H 0.27 -0.81 -1.73
H -0.96 -1.74 -0.89
H -1.30 1.81 -1.28
```

Most favorable structure: A. The second most favorable one is 55.4 kJ/mol above it.

A.
# C2H6OS2

2 unconnected molecules or ions with the total composition C2H6OS2 (ωB97M-V/def2-TZVPD, the Open Molecules 2025 dataset).

For the HOMO energy, the calculation gives -0.321 Eh. The SMILES is CC=O.SS. Its molecular weight is 110.2 g/mol.

The geometry in XYZ format:
```
11
C2H6OS2 (ωB97M-V/def2-TZVPD)
S 3.12 -1.32 2.05
S 2.53 0.69 2.13
O -0.67 -0.22 0.73
C -0.89 0.00 -0.41
C -2.23 0.27 -1.16
H -2.66 -0.73 -1.24
H 3.83 -1.06 0.85
H -2.14 0.56 -2.17
H -2.89 0.98 -0.62
H -0.03 -0.08 -1.11
H 2.02 0.89 0.94
```

B.
# C2H6OS2

2 unconnected molecules or ions with the total composition C2H6OS2 (ωB97M-V/def2-TZVPD, the Open Molecules 2025 dataset).

For the HOMO energy, the calculation gives -0.299 Eh. The SMILES is C=O.CSS. Its molecular weight is 110.2 g/mol.

The geometry in XYZ format:
```
11
C2H6OS2 (ωB97M-V/def2-TZVPD)
S 1.12 0.64 0.68
S 0.29 -0.97 1.75
O -1.54 0.06 -1.17
C -2.20 0.31 -0.19
C 1.70 -0.11 -0.86
H -2.89 -0.44 0.22
H 0.89 -0.10 -1.59
H 0.12 -0.16 2.79
H -2.06 1.29 0.27
H 2.46 0.58 -1.20
H 2.12 -1.11 -0.70
```

C.
# C2H6OS2

2 unconnected molecules or ions with the total composition C2H6OS2 (ωB97M-V/def2-TZVPD, the Open Molecules 2025 dataset).

For the HOMO energy, the calculation gives -0.318 Eh. The SMILES is C=CO.SS. Its molecular weight is 110.2 g/mol.

The geometry in XYZ format:
```
11
C2H6OS2 (ωB97M-V/def2-TZVPD)
S -0.83 -1.30 0.89
S -1.63 0.65 0.70
O 2.55 -0.35 -0.81
C 0.76 0.97 -1.62
C 1.69 0.76 -0.67
H 1.69 1.27 0.28
H 2.93 -0.21 -1.69
H 0.06 1.71 -1.23
H -2.88 0.19 0.44
H 0.85 0.69 -2.67
H 0.36 -1.06 0.34
```

Most favorable structure: A. The second most favorable one is 9.3 kJ/mol above it.

A.
# HO3P2S2

A molecular structure, HO3P2S2 (ωB97M-V/def2-TZVPD, the Open Molecules 2025 dataset).

For the HOMO energy, the calculation gives -0.128 Eh. As for the total charge: -1. Its molecular weight is 175.1 g/mol.

The geometry in XYZ format:
```
8
HO3P2S2 (ωB97M-V/def2-TZVPD)
S -2.40 -0.62 0.28
S -1.10 0.22 -1.03
P -0.77 0.02 1.81
P 0.57 -0.76 -0.29
O 1.08 0.58 -0.76
O -0.46 1.41 1.72
O 1.12 -1.85 -1.17
H 1.96 1.00 -0.55
```

B.
# HO3P2S2

A gas-phase ion, HO3P2S2 (charge -1) (ωB97M-V/def2-TZVPD, the Open Molecules 2025 dataset).

For the HOMO energy, the calculation gives -0.177 Eh. As for the total charge: -1. Its molecular weight is 175.1 g/mol.

The geometry in XYZ format:
```
8
HO3P2S2 (ωB97M-V/def2-TZVPD)
S -2.26 -0.67 1.71
S 0.66 0.18 0.60
P 0.10 -0.78 -1.34
P -1.65 -0.09 -0.04
O -2.29 0.98 -0.81
O 0.65 -2.10 -1.09
O 2.46 0.94 0.12
H 2.33 1.54 0.85
```

C.
# HO3P2S2

A molecular structure, HO3P2S2 (ωB97M-V/def2-TZVPD, the Open Molecules 2025 dataset).

For the HOMO energy, the calculation gives -0.134 Eh. As for the total charge: -1. Its molecular weight is 175.1 g/mol.

The geometry in XYZ format:
```
8
HO3P2S2 (ωB97M-V/def2-TZVPD)
S -1.69 1.16 0.73
S -0.19 1.86 -0.56
P 0.37 -0.06 -0.55
P -1.65 -0.85 -0.01
O 0.93 -0.63 -1.76
O 1.57 0.43 0.41
O -1.63 -1.70 1.19
H 2.30 -0.21 0.56
```

Most favorable structure: C. The second most favorable one is 129.7 kJ/mol above it.

A.
# C23H16Cl5N5O8W

A molecular structure, C23H16Cl5N5O8W (ωB97M-V/def2-TZVPD, the Open Molecules 2025 dataset).

For the HOMO energy (alpha / beta), the calculation gives -0.252 / -0.342 Eh. As for the multiplicity: 3. Its expectation value of S² is 2.016. Its molecular weight is 851.5 g/mol.

The geometry in XYZ format:
```
58
C23H16Cl5N5O8W (ωB97M-V/def2-TZVPD)
W 0.70 0.04 0.42
Cl -5.20 3.51 0.86
Cl -2.50 4.82 1.61
Cl -2.88 -1.29 0.63
Cl -5.34 0.46 0.40
Cl 0.07 3.18 1.74
O 2.29 -0.96 1.61
O 1.22 3.50 -1.79
O 2.39 -3.09 -1.44
O 0.60 1.53 -0.92
O 4.26 -0.88 2.74
O -1.78 -4.27 -2.59
O 1.66 -1.04 -0.92
O -0.05 -3.14 2.88
N -0.88 -0.42 -1.48
N -2.29 -3.64 -4.71
N 2.43 1.34 0.67
N 0.08 -1.84 1.00
N 0.39 0.30 2.66
C -1.55 0.58 -2.08
C 3.33 -0.30 1.96
C -2.54 3.15 1.21
C -1.97 -3.39 -3.41
C -0.16 -2.06 2.32
C -2.40 0.37 -3.15
C 3.47 1.00 1.50
C -1.86 -1.94 -3.02
C -2.56 -0.91 -3.63
C 1.39 2.59 -1.02
C 4.59 3.07 1.00
C -0.52 -0.80 3.08
C -3.76 2.56 0.91
C -1.38 2.36 1.20
C -2.62 0.43 0.72
C 2.53 2.46 -0.06
C 0.77 -2.93 0.32
C -1.06 -1.65 -1.94
C -3.81 1.19 0.69
C 3.55 3.35 0.06
C -1.35 1.01 0.88
C 1.69 -2.39 -0.76
C 4.55 1.90 1.70
H 1.38 -3.50 1.02
H -3.23 -1.11 -4.46
H -1.53 -0.51 2.82
H 3.99 -1.80 2.88
H 0.07 -3.65 -0.13
H 5.41 3.76 1.13
H -0.46 -0.99 4.15
H -0.56 -2.46 -1.44
H -1.39 1.57 -1.69
H -2.29 -4.60 -5.00
H -2.20 -2.93 -5.41
H 5.34 1.63 2.38
H -2.92 1.21 -3.58
H 1.29 0.19 3.12
H 3.55 4.23 -0.58
H 0.01 1.21 2.93
```

B.
# C23H16Cl5N5O8W

A molecular structure, C23H16Cl5N5O8W (ωB97M-V/def2-TZVPD, the Open Molecules 2025 dataset).

For the HOMO energy (alpha / beta), the calculation gives -0.252 / -0.342 Eh. As for the multiplicity: 3. Its expectation value of S² is 2.016. Its molecular weight is 851.5 g/mol.

The geometry in XYZ format:
```
58
C23H16Cl5N5O8W (ωB97M-V/def2-TZVPD)
W -0.35 -0.19 0.11
Cl 1.19 -3.08 1.22
Cl -3.00 -5.63 3.32
Cl 0.06 -5.33 2.91
Cl -3.93 -1.47 0.13
Cl -4.94 -3.69 1.89
O 2.55 0.82 -2.76
O 0.68 0.57 -1.57
O -3.47 2.16 0.94
O -1.98 0.52 1.05
O -2.87 -0.69 -3.20
O 1.40 -0.54 3.99
O -0.93 5.29 4.02
O 0.00 -0.30 2.23
N -2.46 3.68 3.53
N 0.02 -1.84 -1.38
N 1.82 -0.12 0.50
N 0.05 2.12 0.65
N -1.78 0.05 -1.33
C 0.64 3.01 -0.15
C 0.73 4.36 0.17
C 4.53 0.04 1.05
C -2.79 1.33 0.38
C 1.20 -0.35 2.68
C -1.35 -2.13 0.86
C -2.38 -4.34 2.37
C -0.49 2.57 1.79
C -0.53 3.91 2.13
C -2.73 -2.39 0.98
C -2.01 -0.81 -2.35
C -2.71 1.13 -1.12
C -1.31 4.37 3.33
C 2.69 0.20 -0.46
C 3.65 -0.19 2.07
C 1.99 0.55 -1.73
C 0.13 4.82 1.32
C -0.54 -3.12 1.44
C -1.14 -2.05 -2.28
C -3.24 -3.45 1.73
C -1.02 -4.19 2.19
C 2.27 -0.23 1.79
C 4.04 0.28 -0.26
H -1.76 -2.85 -1.87
H -3.06 4.01 4.27
H 1.23 5.03 -0.52
H 5.59 0.07 1.24
H -0.96 1.83 2.42
H -2.37 2.07 -1.57
H 0.81 -1.55 -1.95
H 0.53 -0.60 4.41
H -3.69 0.90 -1.53
H 1.04 2.65 -1.08
H -0.82 -2.34 -3.28
H -2.87 3.11 2.80
H 3.99 -0.33 3.09
H 0.13 5.87 1.60
H 4.68 0.53 -1.09
H 0.29 -2.72 -0.94
```

Most favorable structure: B. The second most favorable one is 83.8 kJ/mol above it.